Density functional theory data (wB97M-V/def2-TZVPD) for a 9-piece molecular cluster, C27H78N12O9 overall.

Structure (ORCA input):
```
! wB97M-V def2-TZVPD RIJCOSX def2/J DEFGRID3
* xyz 0 1
C -15.4752 -13.5632 -5.1301
C -15.3347 -13.6104 -6.6125
C -16.5544 -14.2049 -7.2814
O -16.8446 -15.5242 -6.8537
C -17.1803 -16.4205 -7.8533
N -15.0935 -12.2633 -7.2562
H -15.7671 -14.5704 -4.7264
H -16.2968 -12.8821 -4.8148
H -14.5803 -13.1654 -4.5986
H -14.4271 -14.3057 -6.8615
H -16.5047 -14.1588 -8.3759
H -17.3773 -13.5616 -7.0045
H -17.8732 -16.0715 -8.6359
H -17.6562 -17.2698 -7.2679
H -16.3175 -16.7695 -8.3847
H -15.2350 -12.4145 -8.2815
H -15.9034 -11.6156 -6.9774
C -11.8518 -13.0690 -13.3018
C -11.7054 -12.4322 -14.6957
C -10.4389 -12.8167 -15.3935
O -9.3807 -12.0976 -14.9048
C -8.1789 -12.2947 -15.6064
N -12.8368 -12.9956 -15.5141
H -10.9406 -12.8478 -12.7639
H -11.9949 -14.1342 -13.3300
H -12.7135 -12.6096 -12.7897
H -11.7079 -11.2923 -14.6546
H -10.6001 -12.5858 -16.5085
H -10.2455 -13.9019 -15.3820
H -7.7227 -13.2736 -15.3380
H -7.5174 -11.4503 -15.3704
H -8.4025 -12.2203 -16.6915
H -13.6430 -12.4778 -15.2211
H -12.6573 -12.7141 -16.4428
C -10.9002 -6.2184 -10.2560
C -11.1310 -7.3125 -9.1925
C -10.2463 -8.4702 -9.4670
O -10.5763 -8.9544 -10.7354
C -9.5640 -9.7879 -11.2746
N -10.9214 -6.8758 -7.8298
H -9.9830 -5.7144 -10.0490
H -11.7176 -5.4256 -10.2476
H -10.8411 -6.6474 -11.2484
H -12.1603 -7.6527 -9.2260
H -10.4056 -9.1554 -8.6522
H -9.1689 -8.1998 -9.4172
H -9.9342 -10.2552 -12.1987
H -9.3265 -10.5804 -10.5521
H -8.6941 -9.1006 -11.5068
H -11.6833 -6.3473 -7.4496
H -10.0291 -6.3462 -7.6776
C -15.8133 -7.3369 -13.0250
C -14.5403 -6.5731 -13.0161
C -13.6299 -6.6818 -14.2627
O -12.7591 -7.8068 -14.0300
C -11.9890 -8.3195 -15.1274
N -14.7230 -5.1441 -12.6091
H -15.9831 -7.8081 -12.0454
H -15.7987 -8.1964 -13.7226
H -16.6723 -6.7033 -13.1735
H -13.9475 -6.9488 -12.1631
H -13.0714 -5.7408 -14.3304
H -14.1570 -6.9011 -15.2221
H -12.6007 -8.8253 -15.8834
H -11.3263 -9.0454 -14.7193
H -11.4214 -7.5808 -15.6484
H -15.3225 -4.5848 -13.1956
H -15.0331 -5.1548 -11.6526
C -12.5759 -16.4693 -9.7432
C -13.3599 -15.3374 -10.3809
C -14.5830 -15.8141 -11.2002
O -14.2443 -16.6685 -12.2948
C -15.2939 -17.1118 -13.0484
N -13.9828 -14.4889 -9.3754
H -13.2842 -17.1345 -9.1603
H -11.9884 -16.1129 -8.9271
H -12.0152 -17.0433 -10.4743
H -12.7049 -14.7577 -11.1021
H -15.0670 -14.9166 -11.5072
H -15.2315 -16.3045 -10.5064
H -15.9326 -17.7336 -12.4052
H -14.8940 -17.8068 -13.8392
H -15.8754 -16.2462 -13.4982
H -14.1658 -13.5508 -9.8998
H -13.2226 -14.1953 -8.7022
C -9.5256 -12.5101 -8.7015
C -10.1117 -13.1125 -7.3755
C -11.2781 -12.2023 -6.8497
O -10.6542 -10.9328 -6.6069
C -11.5622 -9.9191 -6.3348
N -10.6848 -14.4464 -7.5083
H -8.9736 -11.6078 -8.5587
H -10.3167 -12.3383 -9.4453
H -8.7589 -13.2295 -9.1457
H -9.3780 -13.0666 -6.6230
H -11.7584 -12.6160 -5.9572
H -11.9618 -12.2574 -7.6863
H -12.0737 -10.1585 -5.3949
H -12.3379 -9.7532 -7.1100
H -10.9470 -9.0288 -6.3102
H -11.1894 -14.8298 -6.7243
H -11.1912 -14.5745 -8.3356
C -18.2643 -14.0370 -11.5976
O -18.6160 -14.5074 -12.6827
N -17.1545 -13.3166 -11.4173
N -19.0131 -14.2923 -10.5295
H -16.4859 -13.2631 -12.1963
H -16.9841 -12.6998 -10.6335
H -19.8309 -14.9040 -10.7193
H -18.7324 -14.1193 -9.5862
C -16.1508 -12.1836 -14.4504
O -15.2502 -11.4272 -14.7381
N -16.0149 -13.5328 -14.3891
N -17.3712 -11.6827 -14.0826
H -15.1580 -13.9621 -14.5710
H -16.8136 -14.1302 -14.2059
H -18.1272 -12.2752 -13.7828
H -17.5938 -10.7753 -14.3997
C -14.1194 -10.7824 -11.1333
O -14.7174 -11.8418 -10.8770
N -13.2363 -10.2969 -10.1797
N -14.3493 -10.0601 -12.2340
H -12.3737 -9.8020 -10.4547
H -13.1723 -10.7303 -9.2710
H -14.7950 -10.4936 -13.0239
H -13.8489 -9.1831 -12.4088
*
```

Results
- SMILES = COC[C@H](C)N.COC[C@H](C)N.COC[C@H](C)N.COC[C@H](C)N.COC[C@H](C)N.COC[C@H](C)N.NC(N)=O.NC(N)=O.NC(N)=O
- HOMO-LUMO gap (eV) = 9.43
- lowest unoccupied orbital energy (Eh) = 0.0219
- energy above the lowest of the compared OMol25 structures with the same formula, charge and spin (kJ/mol) = 43.55
- calculated total energy (a.u.) = -2409.7332

Density functional theory data (wB97M-V/def2-TZVPD) for a 2-piece molecular cluster, H2O4S2 overall.

Structure (ORCA input):
```
! wB97M-V def2-TZVPD RIJCOSX def2/J DEFGRID3
* xyz 0 1
O 0.7087 -1.9194 -0.2349
O 0.0629 0.1108 1.6831
O 0.2714 0.9377 0.5712
O -0.9461 1.3577 0.1197
S -0.1999 -0.8724 -2.7732
S 0.9995 -0.9731 -1.3111
H 0.5627 -0.6756 1.3679
H -1.4593 2.0343 0.5774
*
```

Results
- HOMO-LUMO gap (eV) = 8.45
- lowest unoccupied orbital energy (Eh) = -0.0659
- energy above the lowest of the compared OMol25 structures with the same formula, charge and spin (kJ/mol) = 475.03
- calculated total energy (a.u.) = -1098.3099

Density functional theory data (wB97M-V/def2-TZVPD) for a 2-piece molecular cluster, C5H7F3IN overall.

Structure (ORCA input):
```
! wB97M-V def2-TZVPD RIJCOSX def2/J DEFGRID3
* xyz 0 1
C 0.1655 -1.4926 -0.6251
C 1.5212 -1.7795 -0.0525
C -0.9969 2.2635 0.4350
C 0.0076 -0.2250 -1.2863
C -0.3917 1.1277 1.2383
N -0.8544 -2.1583 -0.2739
F -1.0907 0.1821 -1.8467
F 1.1592 0.3916 -1.7797
F -1.3721 0.3942 1.7075
I 1.4387 0.9691 2.2853
H 2.2323 -1.0875 -0.2687
H 1.9000 -2.6871 -0.6056
H 1.5810 -2.0046 0.9641
H -1.9571 2.0040 0.0423
H -1.3615 3.1977 1.1301
H -0.2990 2.6218 -0.4013
H -1.6819 -1.7171 -0.6627
*
```

Results
- HOMO-LUMO gap (alpha / beta) (eV) = 7.50 / 8.52
- lowest unoccupied orbital energy (alpha / beta) (Eh) = -0.0158 / -0.0012
- energy above the lowest of the compared OMol25 structures with the same formula, charge and spin (kJ/mol) = 287.04
- calculated total energy (a.u.) = -846.6043

Density functional theory data (wB97M-V/def2-TZVPD) for one molecule with the formula C21H27N3O5.

Structure (ORCA input):
```
! wB97M-V def2-TZVPD RIJCOSX def2/J DEFGRID3
* xyz 0 1
C 2.2294 4.2320 -0.2025
C 3.4833 3.5361 -1.0092
H 3.2005 3.3592 -2.0513
H 4.2753 4.1486 -1.0600
O 3.7369 2.1835 -0.4550
C 3.3019 1.0951 -0.7808
O 2.7431 0.9127 -1.7438
C 3.7105 0.1052 -0.0610
C 3.5325 -1.2714 -0.1641
C 4.2042 -1.8543 1.0936
N 4.5585 -0.6410 1.9003
N 4.2477 0.3845 1.1500
H 4.6213 0.9994 1.5366
H 4.2972 -2.7457 1.4332
C 2.9248 -2.0673 -1.3172
N 1.4506 -2.3713 -0.9286
C 0.6572 -1.3777 -1.0168
H 1.0010 -0.4921 -1.6296
C 0.4528 -0.5258 0.2785
C -0.5065 0.6798 0.3936
O 0.0447 1.7060 0.2177
C -2.0728 0.6727 0.3874
C -2.6449 1.7542 0.8662
C -4.0851 1.7212 1.0088
C -4.7608 0.8185 0.0171
C -3.9906 -0.4035 -0.3691
C -2.6833 -0.6374 -0.3606
H -2.1459 -1.0949 -0.8897
O -4.9520 -1.4122 -0.8088
C -4.2310 -2.5116 -1.4849
H -5.0740 -2.9772 -1.9732
H -3.6906 -3.0856 -0.9845
H -3.6137 -2.1180 -2.3816
O -6.1338 0.4495 0.2011
C -6.8874 1.5603 0.7976
H -6.6166 1.9247 1.9042
H -6.6199 2.5879 0.1280
H -7.9008 1.3819 0.9076
H -4.5364 2.5488 1.3217
H -2.1868 2.5716 1.3482
C -0.1087 -1.8100 1.4193
C 0.6995 -2.7893 1.5438
C 1.0240 -3.4079 -0.0872
H 1.8437 -4.2791 -0.0703
H 0.0971 -3.7560 -0.5845
H 0.6213 -3.7543 1.8979
H 1.8425 -2.6062 1.8040
H -0.2243 -1.4793 2.3001
H -1.1126 -2.0278 0.7879
H 1.1864 -0.2461 0.7914
H -0.2921 -1.5129 -1.5590
H 3.4729 -2.9662 -1.3668
H 3.2391 -1.4062 -2.2060
H 1.9328 5.0213 -0.7542
H 1.4580 3.4768 -0.0778
H 2.5288 4.6403 0.9174
*
```

Results
- SMILES = CCOC(=O)c1[nH]ncc1CN1CCC[C@H](C(=O)c2ccc(OC)c(OC)c2)C1
- HOMO-LUMO gap (eV) = 7.56
- lowest unoccupied orbital energy (Eh) = -0.0008
- energy above the lowest of the compared OMol25 structures with the same formula, charge and spin (kJ/mol) = 2171.66
- calculated total energy (a.u.) = -1356.1901

Density functional theory data (wB97M-V/def2-TZVPD) for C22H33CeFN10O2PSSi as an isolated structure.

Structure (ORCA input):
```
! wB97M-V def2-TZVPD RIJCOSX def2/J DEFGRID3
* xyz 2 2
Ce 0.2428 0.5763 0.2403
C 1.5640 -0.2487 -5.1493
N 1.6588 0.4911 -3.9000
C 1.6027 1.8481 -3.7621
C 1.6607 2.1017 -2.4221
N 1.7388 0.9202 -1.7386
C 1.7301 -0.0424 -2.6584
P 2.0780 -1.8002 -2.2860
C 2.8259 -1.4720 -0.6493
N 2.1853 -1.0638 0.4433
C 3.1388 -0.9855 1.4220
C 4.3536 -1.3433 0.9153
N 4.1423 -1.6492 -0.3978
C 5.1561 -2.0570 -1.3605
C 0.4255 -2.2631 -1.6539
N -0.4639 -1.4047 -1.1667
C -1.5666 -2.1478 -0.8357
C -1.3328 -3.4604 -1.1226
N -0.0705 -3.5210 -1.6436
C 0.5801 -4.7261 -2.1354
H 1.7835 0.4145 -5.9805
H 0.5590 -0.6504 -5.2741
H 2.2798 -1.0685 -5.1585
H 1.5330 2.5113 -4.6077
H 1.6832 3.0503 -1.9138
H 2.9014 -0.7069 2.4351
H 5.3294 -1.3989 1.3664
H 6.1310 -2.0177 -0.8840
H 5.1586 -1.3854 -2.2168
H 4.9784 -3.0744 -1.7049
H -2.4502 -1.6890 -0.4209
H -1.9507 -4.3329 -0.9949
H 0.3277 -5.5681 -1.4966
H 1.6586 -4.5957 -2.1354
H 0.2549 -4.9483 -3.1514
C -3.5013 3.4888 1.2246
Si -3.0401 1.9362 0.2654
C -1.7422 2.5037 -1.0614
C -4.5112 1.2286 -0.6846
N -2.0221 0.8247 1.0842
C -2.5025 -0.0744 2.0123
C -3.7797 -0.0270 2.6050
C -4.2188 -1.0021 3.4810
C -3.4058 -2.0756 3.8246
C -2.1326 -2.1557 3.2829
C -1.7268 -1.1627 2.4264
F -0.4291 -1.2538 1.8731
H -3.8283 4.2956 0.5642
H -2.6680 3.8596 1.8252
H -4.3278 3.2847 1.9092
H -2.0496 3.2809 -1.7687
H -2.0187 0.9048 -2.1487
H -0.6459 3.8985 -0.2197
H -4.6208 1.6773 -1.6749
H -5.4392 1.4322 -0.1461
H -4.4467 0.1449 -0.8068
H -4.4345 0.7991 2.3478
H -5.2128 -0.9281 3.9023
H -3.7610 -2.8387 4.5018
H -1.4652 -2.9741 3.5220
N 0.4204 1.2538 3.0474
N 1.4065 2.1084 3.5403
C 2.2953 2.7201 2.7309
N 3.1193 3.5918 3.3127
S 2.4212 2.4032 1.0849
H -0.5000 1.6579 3.1919
H 0.4575 0.3783 3.5572
H 1.3811 2.3600 4.5175
H 3.0958 3.8084 4.2963
H 3.8151 4.0371 2.7394
O -1.2481 1.3709 -1.8018
O -0.5606 2.9509 -0.3589
*
```

Results
- HOMO-LUMO gap (alpha / beta) (eV) = 7.74 / 7.76
- lowest unoccupied orbital energy (alpha / beta) (Eh) = -0.1665 / -0.1661
- energy above the lowest of the compared OMol25 structures with the same formula, charge and spin (kJ/mol) = 119.05
- calculated total energy (a.u.) = -3159.9451